Record 1
Molecular formula: C46H48N4O3P2S2Tl
Method: DFT, ωB97M-V/def2-TZVPD

```
106
Properties=species:S:1:pos:R:3:mulliken_charge:R:1
Tl 0.27 0.96 1.04 1.5926
C 2.93 2.54 2.08 -1.4908
N 2.66 1.58 0.98 1.3687
C 2.83 2.21 -0.34 -0.8884
C 1.88 3.38 -0.54 -0.9655
N 0.48 2.96 -0.69 1.3782
C 0.21 2.54 -2.08 -0.9519
C -0.44 4.03 -0.34 -0.8081
C -0.45 5.19 -1.11 -0.3204
C -1.33 6.22 -0.87 -0.9780
C -2.24 6.10 0.17 -0.6890
C -2.24 4.97 0.96 -0.9094
C -1.34 3.92 0.73 1.1595
S -1.42 2.59 1.87 -0.1732
C 3.48 0.38 1.12 -0.9716
C 4.86 0.53 1.08 -0.3569
C 5.72 -0.53 1.27 -1.0186
C 5.18 -1.79 1.52 -0.7314
C 3.81 -1.96 1.55 -0.9298
C 2.93 -0.88 1.36 1.3848
S 1.22 -1.30 1.44 -0.3522
H 3.78 3.19 1.83 0.4413
H 3.16 1.99 2.98 0.4139
H 2.06 3.16 2.28 0.3567
H 2.65 1.44 -1.09 0.2034
H 3.85 2.58 -0.46 0.6312
H 2.21 3.94 -1.42 0.3224
H 1.94 4.06 0.31 0.5058
H 0.53 3.32 -2.79 0.4339
H -0.85 2.37 -2.20 0.1437
H 0.73 1.62 -2.29 0.1191
H 0.26 5.29 -1.93 0.2960
H -1.31 7.11 -1.49 0.4310
H -2.95 6.90 0.37 0.4079
H -2.94 4.87 1.78 0.4896
H 5.28 1.52 0.89 0.3138
H 6.79 -0.38 1.25 0.4391
H 5.83 -2.64 1.68 0.4318
H 3.39 -2.94 1.74 0.4960
O -1.69 -0.08 0.07 -0.1055
P -2.26 -1.03 -0.94 0.6341
C -1.10 -2.35 -1.47 -1.2982
P 0.38 -1.84 -2.43 0.1573
O 0.90 -0.49 -2.09 0.0684
C 1.59 -3.14 -2.15 0.7032
C 1.26 -4.45 -1.83 -0.1914
C 2.27 -5.39 -1.64 -0.8357
C 3.60 -5.02 -1.77 -0.5353
C 3.93 -3.71 -2.10 -0.6657
C 2.93 -2.77 -2.29 -0.5290
C -0.04 -1.96 -4.19 0.8559
C -0.80 -3.00 -4.72 -0.5412
C -1.06 -3.05 -6.08 -0.6765
C -0.54 -2.08 -6.92 -0.5507
C 0.25 -1.06 -6.40 -0.7375
C 0.50 -1.00 -5.04 -0.5127
C -3.61 -1.93 -0.16 0.5927
C -4.94 -1.73 -0.53 -0.4547
C -5.95 -2.36 0.18 -0.7836
C -5.64 -3.18 1.26 -0.5512
C -4.32 -3.37 1.63 -0.6904
C -3.30 -2.75 0.93 -0.6781
C -2.96 -0.16 -2.35 0.7977
C -3.20 -0.74 -3.59 -0.5209
C -3.78 0.00 -4.60 -0.6337
C -4.13 1.33 -4.38 -0.6654
C -3.91 1.91 -3.14 -0.4754
C -3.33 1.17 -2.12 -1.1376
H -1.64 -3.15 -1.98 0.7285
H -0.72 -2.74 -0.53 0.5839
H 0.23 -4.76 -1.73 0.3567
H 2.01 -6.41 -1.39 0.4346
H 4.38 -5.75 -1.60 0.4265
H 4.97 -3.42 -2.20 0.4667
H 3.18 -1.75 -2.53 0.2971
H -1.18 -3.79 -4.07 0.3655
H -1.66 -3.85 -6.48 0.4283
H -0.75 -2.11 -7.98 0.4280
H 0.69 -0.32 -7.06 0.4527
H 1.12 -0.21 -4.63 0.3104
H -5.17 -1.09 -1.37 0.4277
H -6.99 -2.20 -0.10 0.4256
H -6.44 -3.67 1.81 0.3888
H -4.08 -4.00 2.48 0.4375
H -2.27 -2.87 1.25 0.2856
H -2.94 -1.78 -3.76 0.5490
H -3.96 -0.45 -5.57 0.4580
H -4.58 1.91 -5.17 0.4067
H -4.20 2.94 -2.96 0.4906
H -3.14 1.61 -1.14 0.6020
N 0.72 1.00 3.62 -0.2671
C 0.73 0.96 4.78 -0.0479
N 0.72 0.91 6.10 0.2100
C 1.78 0.25 6.86 -0.4912
C 1.15 -0.43 8.07 -0.6116
O 0.37 0.48 8.82 -0.3765
C -0.70 1.01 8.05 -0.6031
C -0.16 1.79 6.87 -0.5381
H 2.50 0.99 7.20 0.2793
H 2.28 -0.48 6.23 0.3809
H 1.93 -0.80 8.73 0.3513
H 0.53 -1.28 7.74 0.3289
H -1.28 1.66 8.71 0.3610
H -1.34 0.20 7.69 0.3256
H 0.41 2.65 7.24 0.2713
H -0.97 2.15 6.23 0.4126
```

## Properties
**Total charge**: +1
**E_LUMO**: -2.352 eV

Record 2
Molecular formula: ILiNO7S
Method: DFT, ωB97M-V/def2-TZVPD

```
11
Properties=species:S:1:pos:R:3:nbo_charge:R:1
Li 13.95 4.80 0.00 0.9285
N 11.25 3.16 -2.21 0.7093
O 10.72 2.05 -2.55 -0.6371
O 11.84 3.19 -1.11 -0.5641
O 11.20 4.10 -3.00 -0.5007
I 12.31 6.95 -0.88 -0.9609
S 14.98 6.25 2.69 2.5811
O 15.03 5.53 1.34 -1.2355
O 13.57 6.24 3.13 -1.0931
O 15.93 5.54 3.58 -1.1227
O 15.40 7.66 2.52 -1.1048
```

## Properties
**Total charge**: -3
**E_LUMO**: 7.303 eV

Record 3
Molecular formula: FSr4
Method: DFT, ωB97M-V/def2-TZVPD

```
5
Properties=species:S:1:pos:R:3:mulliken_spin:R:1
Sr 1.56 -1.08 1.89 0.0002
Sr -1.38 1.68 1.95 -0.0004
Sr 2.01 -0.24 -2.14 -0.0003
Sr -2.33 -0.49 -1.60 0.0004
F 0.15 0.13 -0.10 1.0001
```

## Properties
**Total charge**: +8
**2S+1**: 2
**E_LUMO (alpha / beta)**: -33.653 / -42.751 eV

Record 4
Molecular formula: C3H8O2Si2
Method: DFT, ωB97M-V/def2-TZVPD

```
15
Properties=species:S:1:pos:R:3:nbo_charge:R:1
C 2.47 1.51 -0.07 -0.3171
C 1.36 0.98 -0.62 -0.6880
C 0.51 -1.98 -0.06 -1.0641
O -2.45 0.10 -1.23 -1.2663
O -1.02 0.40 1.20 -1.2654
Si -2.95 0.46 0.16 1.6799
Si 0.12 -0.10 0.36 2.0825
H 3.23 1.96 -0.67 0.1950
H 2.68 1.66 1.04 0.2027
H 1.19 0.73 -1.59 0.2251
H -0.13 -2.52 0.45 0.2354
H 0.28 -2.05 -1.03 0.2474
H 1.46 -2.19 0.30 0.2394
H -3.17 1.69 0.90 -0.2394
H -3.57 -0.64 0.87 -0.2671
```

## Properties
**E_LUMO**: -0.178 eV